*one*
Computed, not measured: 2 unconnected molecules or ions with the total composition C5H11N3, with ωB97M-V/def2-TZVPD.

For the HOMO energy (alpha / beta), the calculation gives -7.67 / -7.67 eV. The value obtained for the HOMO-LUMO gap (alpha / beta) is 7.66 / 7.65 eV.

The geometry in ORCA input format:
```
! wB97M-V def2-TZVPD RIJCOSX def2/J DEFGRID3
* xyz 0 1
C -0.57 -1.99 -0.31
H -1.55 -2.44 -0.15
H -0.26 -0.72 2.08
N 0.63 3.29 0.87
N 1.61 1.27 -0.33
H 1.51 1.74 -1.22
H 1.85 -0.64 0.42
C -0.68 -0.07 1.33
C -0.64 -0.51 -0.01
H -1.51 0.56 1.65
C 1.41 -0.06 -0.38
N -1.38 0.23 -0.94
H -0.28 -2.18 -1.35
H -1.21 0.02 -1.91
H 0.14 -2.49 0.34
H -1.41 1.23 -0.77
C 0.80 2.13 0.74
H 0.17 1.18 1.31
H 1.38 -0.52 -1.36
*
```

=====

*two*
Computed, not measured: a molecular structure, C5H11N3, with ωB97M-V/def2-TZVPD.

For the HOMO energy, the calculation gives -7.12 eV. The value obtained for the HOMO-LUMO gap is 7.37 eV.

The geometry in ORCA input format:
```
! wB97M-V def2-TZVPD RIJCOSX def2/J DEFGRID3
* xyz 0 1
N 1.24 0.74 1.56
H -0.80 1.29 2.24
C 0.68 0.86 -0.79
H 2.27 -1.16 0.00
H -0.92 -2.14 0.02
H 1.29 1.76 -0.71
H 0.85 -1.56 -0.90
C -1.44 -1.41 0.62
C 0.06 0.59 -2.11
H -0.59 1.46 -2.32
H 0.79 0.53 -2.92
H -2.40 -1.71 1.02
C -0.86 -0.26 0.97
H -0.56 -0.31 -2.12
N -1.47 0.75 1.71
H 2.22 0.85 1.30
N 1.38 -0.88 -0.37
C 0.53 0.14 0.57
H -2.28 0.48 2.24
*
```

=====

*three*
Computed, not measured: a single C5H11N3 molecule, with ωB97M-V/def2-TZVPD.

For the HOMO energy, the calculation gives -7.81 eV. The value obtained for the HOMO-LUMO gap is 8.54 eV.

The geometry in ORCA input format:
```
! wB97M-V def2-TZVPD RIJCOSX def2/J DEFGRID3
* xyz 0 1
N -0.61 1.77 0.37
H 2.43 1.24 0.47
H 0.48 -0.59 1.38
C 1.73 1.80 -0.10
H 0.71 -2.29 1.10
H 0.01 -2.09 -2.53
H -0.94 -1.67 1.19
C -0.02 -2.15 -1.44
H -0.10 -3.17 -1.01
C 0.15 -1.47 0.82
C 0.46 1.11 -0.19
N 0.16 -1.19 -0.61
N 0.36 0.02 -0.99
H 1.58 2.84 0.40
C -1.81 1.14 0.53
H -2.55 1.84 0.92
H -2.34 0.71 -0.38
H 2.08 1.97 -1.08
H -1.77 0.19 1.15
*
```

=====

Most stable pick: *three*. Distance to second place: 5.8 kcal/mol.

=====

*one*
Computed, not measured: a single C5H11N3 molecule, with ωB97M-V/def2-TZVPD.

For the HOMO energy, the calculation gives -8.55 eV. As for the SMILES: N[C@]12CNC[C@]1(N)C2. The value obtained for the HOMO-LUMO gap is 9.41 eV.

The geometry in ORCA input format:
```
! wB97M-V def2-TZVPD RIJCOSX def2/J DEFGRID3
* xyz 0 1
N -1.31 0.73 0.64
C 0.38 -0.08 -0.53
H 1.65 -2.02 -0.81
H -1.19 -1.53 1.03
H 0.54 1.94 -0.22
C -1.09 0.24 -0.75
H 0.69 1.36 1.83
H 2.47 -0.33 -1.30
H 0.84 1.57 -1.99
H -0.51 -2.41 -0.06
H -1.81 -0.60 -0.89
H -0.23 0.12 2.44
N -0.35 -1.79 0.70
C 1.57 -0.97 -0.60
H -1.49 1.06 -1.49
C 0.66 -0.65 0.65
N 1.04 1.16 -0.88
C -0.08 0.56 1.55
H -1.75 1.64 0.68
*
```

=====

*two*
Computed, not measured: a molecular structure, C5H11N3, with ωB97M-V/def2-TZVPD.

For the HOMO energy, the calculation gives -6.48 eV. The value obtained for the HOMO-LUMO gap is 7.45 eV.

The geometry in ORCA input format:
```
! wB97M-V def2-TZVPD RIJCOSX def2/J DEFGRID3
* xyz 0 1
N -0.66 0.61 1.33
H 0.59 2.81 -1.14
H -1.40 1.58 -0.54
H -0.48 -2.65 1.28
H 0.97 -1.89 1.93
N -1.06 -1.18 -1.28
H 1.49 -1.27 -1.88
N -0.50 1.29 -0.16
C -0.11 -1.76 1.78
C 0.43 2.41 -0.14
H -0.60 -1.67 2.75
H 0.03 3.20 0.50
H -1.99 -1.04 -0.90
C -0.04 -0.47 -0.61
C 1.23 -0.51 -1.16
H -1.02 -1.05 -2.29
H 1.38 2.09 0.28
C -0.30 -0.55 0.94
H 2.03 0.06 -0.70
*
```

=====

Most stable pick: *two*. Distance to second place: 89.4 kcal/mol.

=====

*one*
Computed, not measured: 2 unconnected molecules or ions with the total composition C5H11N3, with ωB97M-V/def2-TZVPD.

For the HOMO energy, the calculation gives -7.54 eV. As for the SMILES: CC(N)=C=N.[H]/N=C\C. The value obtained for the HOMO-LUMO gap is 8.42 eV.

The geometry in ORCA input format:
```
! wB97M-V def2-TZVPD RIJCOSX def2/J DEFGRID3
* xyz 0 1
H -3.23 -0.27 0.45
H -1.86 0.20 1.46
H -1.21 -2.07 0.24
C 1.66 -0.35 0.02
H -0.36 -1.90 -1.15
N 1.40 -1.55 0.39
H -2.52 1.35 0.29
H 1.30 -1.65 1.40
C -2.30 0.30 0.47
N -1.24 -1.62 -0.67
H 1.92 -0.23 -1.03
H 3.00 1.16 0.72
N -0.33 1.39 -2.17
H 0.58 1.86 -2.13
C -1.37 -0.24 -0.58
C 1.98 0.82 0.91
C -0.58 0.59 -1.27
H 1.30 1.64 0.69
H 1.87 0.57 1.96
*
```

=====

*two*
Computed, not measured: a molecular structure, C5H11N3, with ωB97M-V/def2-TZVPD.

For the HOMO energy, the calculation gives -8.76 eV. The value obtained for the HOMO-LUMO gap is 9.66 eV.

The geometry in ORCA input format:
```
! wB97M-V def2-TZVPD RIJCOSX def2/J DEFGRID3
* xyz 0 1
N -2.37 -1.52 -0.27
C -2.21 0.06 0.01
N 0.59 -0.21 -0.61
H -2.75 0.44 1.05
H -1.83 -1.76 -1.42
N 1.08 -1.38 0.04
H 2.79 -0.59 -0.72
H -1.47 -2.13 0.52
C -0.02 1.75 0.08
H -0.51 -0.06 1.39
C 2.37 -1.36 0.04
H 2.84 -2.16 0.97
C -0.55 0.20 0.16
H -0.35 2.26 -0.81
H -2.88 0.83 -0.87
H 1.70 0.73 0.75
C 1.27 1.04 -0.39
H 2.21 1.50 -1.04
H 0.08 2.36 1.13
*
```

=====

*three*
Computed, not measured: a single C5H11N3 molecule, with ωB97M-V/def2-TZVPD.

For the HOMO energy, the calculation gives -8.91 eV. As for the SMILES: [H]/N=N/[C@H](N)/C(C)=C\C. The value obtained for the HOMO-LUMO gap is 9.66 eV.

The geometry in ORCA input format:
```
! wB97M-V def2-TZVPD RIJCOSX def2/J DEFGRID3
* xyz 0 1
C 0.65 2.21 0.49
N 0.33 -1.82 -1.34
H -1.06 -1.87 1.42
C -0.03 -1.51 1.49
H -2.72 0.94 -1.94
C -0.07 -0.50 -0.88
H 1.58 2.68 0.81
C 0.49 0.88 1.17
H 0.62 0.93 2.25
H 0.55 0.21 -1.45
C 0.17 -0.30 0.61
H 1.34 -1.89 -1.28
H 0.16 -1.28 2.55
N -1.72 0.79 -1.81
H -0.18 2.86 0.77
H 0.67 2.14 -0.60
H 0.09 -1.88 -2.32
N -1.50 -0.26 -1.16
H 0.65 -2.32 1.22
*
```

=====

Most stable pick: *three*. Distance to second place: 5.6 kcal/mol.

=====

*one*
Computed, not measured: 2 unconnected molecules or ions with the total composition C7H11NO2, with ωB97M-V/def2-TZVPD.

For the HOMO energy, the calculation gives -8.69 eV. As for the SMILES: CC(=O)C(N)=O.CC1=CC1. The value obtained for the HOMO-LUMO gap is 9.08 eV.

The geometry in ORCA input format:
```
! wB97M-V def2-TZVPD RIJCOSX def2/J DEFGRID3
* xyz 0 1
C 1.28 1.09 -1.14
H -1.62 -2.03 1.32
C 0.15 1.51 -0.28
H 1.16 0.30 -1.87
H 1.33 0.67 2.42
H -0.97 -0.98 -2.43
C 1.04 0.71 0.31
H 2.35 -0.45 1.49
O 0.23 -1.68 -0.80
C -0.41 -0.94 -0.04
C -0.80 -1.32 1.37
C 1.90 0.55 1.50
H -1.14 -0.44 1.90
H -2.49 -0.11 -2.62
H 2.72 1.27 1.48
H 0.05 -1.78 1.87
H -0.72 2.13 -0.20
C -1.73 -0.23 -0.73
O -2.63 0.30 -0.10
H 2.02 1.84 -1.40
N -1.71 -0.41 -2.06
*
```

=====

*two*
Computed, not measured: 2 unconnected molecules or ions with the total composition C7H11NO2, with ωB97M-V/def2-TZVPD.

For the HOMO energy, the calculation gives -9.57 eV. The value obtained for the HOMO-LUMO gap is 9.14 eV.

The geometry in ORCA input format:
```
! wB97M-V def2-TZVPD RIJCOSX def2/J DEFGRID3
* xyz 0 1
C 0.05 -0.39 1.17
H 0.28 -2.46 0.57
H 0.10 1.41 -2.15
O -2.38 0.26 -1.22
C -1.42 0.14 -0.50
C 0.40 0.57 2.29
C 1.10 0.07 -0.30
H 0.70 0.50 -3.59
H -0.03 -2.20 2.30
H -1.06 0.75 -3.32
O 2.28 -0.11 -0.31
C -0.04 0.64 -0.65
H -0.02 2.14 -3.78
C -0.07 1.19 -3.25
N -1.35 -0.34 0.78
H 1.49 0.60 2.44
H -2.08 -0.92 1.18
H 0.03 1.57 2.08
H 1.57 -1.85 1.63
H -0.05 0.22 3.22
C 0.51 -1.81 1.42
*
```

=====

Most stable pick: *one*. Distance to second place: 3.0 kcal/mol.